Below is a single C6H6N2O molecule, with properties calculated with ωB97M-V/def2-TZVPD.

Summary:
Multiplicity = 1
SMILES = Cc1cncc(=O)cn1
Energy relative to the best compared isomer or geometry (same formula, charge and spin) = 1.6105 eV
LUMO = -0.6 eV

Last column: natural (NBO) charge in e.
Atoms and positions in Å:
H: 0.9989 -2.3461 -0.3943  0.20
C: 1.6048 -0.3239 0.0671  0.41
C: -1.0148 1.2166 0.0997  -0.05
C: 1.3364 1.1216 -0.2233  0.05
H: -2.9385 -1.1671 1.1503  0.23
C: 0.6018 -1.3341 -0.3262  0.07
C: -1.4209 -0.0724 -0.0154  0.15
C: -2.8708 -0.4492 0.3002  -0.63
N: -0.6277 -1.1468 -0.4527  -0.39
N: 0.2514 1.7766 -0.1914  -0.38
H: -3.2711 -0.9468 -0.5966  0.23
H: 2.2931 1.6429 -0.4034  0.20
H: -1.7758 1.9363 0.4186  0.20
O: 2.6731 -0.6149 0.5472  -0.50
H: -3.4769 0.4403 0.5447  0.22